# C43H95BN15O14S

A cluster of 8 separate species, C43H95BN15O14S in total (ωB97M-V/def2-TZVPD, the OMol25 dataset).

Calculated values
HOMO = -9.5246 eV
E_LUMO = -0.0900 Ha
net charge = +1
strongest force on any atom = 5.5 eV/Å
total energy = -108650.0774 eV

Geometry as XYZ:
```
169
C43H95BN15O14S (ωB97M-V/def2-TZVPD)
C -0.90 3.76 5.45
C -0.97 2.39 5.67
C -0.09 1.33 5.01
N -0.72 0.45 3.96
C -1.74 1.06 3.28
N -1.59 2.10 2.53
C -2.78 2.63 1.82
C -2.52 3.91 0.98
C -2.57 3.65 -0.54
O -3.95 3.54 -0.96
O -0.37 2.69 2.39
B 0.46 2.12 1.36
O 1.56 1.41 1.77
O 0.26 2.28 0.01
N -3.05 0.53 3.37
S -3.96 1.19 4.66
C -3.09 -0.93 3.23
C -3.32 -1.21 1.70
N -2.11 -0.95 0.91
C -4.22 -1.67 3.97
C -5.65 -1.42 3.36
C -6.65 -1.43 4.57
C -8.09 -1.79 4.16
C -8.74 -0.63 3.35
C -8.78 0.72 4.13
C -8.10 1.89 3.34
C -8.97 2.36 2.16
O -9.04 1.44 1.08
C -7.80 1.32 0.40
O -1.86 -1.56 3.53
C -1.10 -0.89 4.46
C 0.17 -1.78 4.68
C 1.29 -1.60 3.63
N 2.07 -2.87 3.70
N 2.25 -0.53 3.96
N 0.80 -1.48 2.25
O -1.73 -0.73 5.77
C -1.95 -1.86 6.37
N -1.95 -2.81 6.94
H -0.48 4.40 6.24
H -1.31 4.22 4.54
H -1.70 2.04 6.42
H 0.73 1.86 4.52
H 0.39 0.74 5.80
H -3.63 2.82 2.47
H -3.09 1.85 1.11
H -1.62 4.48 1.25
H -3.37 4.59 1.17
H -2.14 4.53 -1.04
H -2.08 2.70 -0.82
H -3.91 3.68 -1.92
H 2.12 1.96 2.35
H 0.84 3.01 -0.26
H -4.80 2.11 4.09
H -3.67 -2.25 1.59
H -4.13 -0.58 1.30
H -1.62 -1.84 0.81
H -2.39 -0.71 -0.04
H -4.21 -1.56 5.06
H -4.03 -2.74 3.79
H -5.71 -0.46 2.84
H -5.96 -2.27 2.74
H -6.59 -0.50 5.15
H -6.31 -2.22 5.27
H -8.67 -1.94 5.09
H -8.16 -2.71 3.56
H -9.78 -0.93 3.13
H -8.18 -0.53 2.42
H -8.30 0.66 5.11
H -9.84 0.97 4.33
H -7.09 1.55 3.05
H -8.04 2.73 4.06
H -9.99 2.52 2.54
H -8.64 3.34 1.76
H -7.24 0.44 0.77
H -7.19 2.23 0.53
H -7.94 1.17 -0.68
H 0.59 -1.49 5.66
H -0.11 -2.84 4.65
H 1.50 -3.61 3.30
H 2.92 -2.78 3.13
H 2.87 -0.98 4.65
H 2.85 -0.44 3.14
H 0.35 -2.35 1.94
H 1.59 -1.29 1.65
C 0.48 -2.23 -0.82
O 0.34 -2.97 0.14
N 1.12 -2.55 -1.96
C 1.25 -1.62 -3.06
C 1.69 -3.88 -2.09
H 0.09 -1.20 -0.83
H 0.78 -2.05 -3.95
H 2.31 -1.46 -3.26
H 0.78 -0.67 -2.83
H 0.91 -4.63 -1.98
H 2.43 -4.04 -1.30
H 2.17 -3.99 -3.06
C 0.53 -5.60 2.25
O -0.10 -4.77 2.89
N 0.44 -6.93 2.42
C 1.22 -7.86 1.63
C -0.45 -7.45 3.44
H 1.23 -5.31 1.46
H 0.55 -8.53 1.08
H 1.86 -8.45 2.28
H 1.84 -7.32 0.91
H -1.47 -7.13 3.23
H -0.16 -7.06 4.42
H -0.41 -8.54 3.46
C 4.40 -1.67 -4.90
O 3.91 -2.78 -5.05
N 4.56 -0.75 -5.86
C 5.16 0.55 -5.60
C 4.13 -1.06 -7.21
H 4.76 -1.33 -3.91
H 4.44 1.33 -5.85
H 6.04 0.67 -6.22
H 5.43 0.64 -4.55
H 3.06 -1.29 -7.21
H 4.66 -1.95 -7.57
H 4.32 -0.22 -7.87
C 7.20 3.40 -7.18
O 6.66 2.36 -7.48
N 6.58 4.50 -6.73
C 7.30 5.72 -6.39
C 5.14 4.48 -6.57
H 8.29 3.53 -7.26
H 7.13 5.96 -5.34
H 6.94 6.54 -7.01
H 8.37 5.59 -6.56
H 4.86 3.69 -5.87
H 4.67 4.26 -7.53
H 4.78 5.43 -6.19
C 11.75 5.01 -6.47
O 11.05 5.93 -6.87
N 11.88 3.81 -7.08
C 12.72 2.76 -6.55
C 11.15 3.57 -8.32
H 12.34 5.08 -5.55
H 13.49 2.51 -7.28
H 12.12 1.88 -6.35
H 13.20 3.09 -5.63
H 11.45 4.31 -9.06
H 10.08 3.68 -8.14
H 11.35 2.57 -8.69
C -5.66 4.04 -4.02
O -4.60 4.56 -4.32
N -6.85 4.67 -3.95
C -8.07 3.97 -3.58
C -6.90 6.09 -4.26
H -5.73 2.96 -3.77
H -8.79 4.05 -4.40
H -8.49 4.43 -2.69
H -7.87 2.92 -3.38
H -6.55 6.25 -5.28
H -6.25 6.63 -3.57
H -7.93 6.45 -4.16
C 5.38 -4.61 2.30
O 4.72 -3.79 2.92
N 5.31 -5.94 2.50
C 6.12 -6.87 1.73
C 4.40 -6.45 3.51
H 6.09 -4.32 1.52
H 5.47 -7.56 1.19
H 6.76 -7.44 2.41
H 6.75 -6.34 1.02
H 3.38 -6.15 3.27
H 4.66 -6.04 4.48
H 4.46 -7.54 3.55
```

Atom charges from the Mulliken analysis, given in e for atoms 1 to 2:
1. C -0.77
2. C -0.53